[1]
{
  "formula": "C23H46F3NO6PS2",
  "method": "wB97M-V/def2-TZVPD",
  "symbols": ["C", "C", "C", "C", "P", "C", "C", "O", "C", "C", "F", "F", "F", "N", "C", "C", "C", "C", "C", "C", "O", "C", "H", "H", "H", "H", "H", "H", "H", "H", "H", "H", "H", "H", "H", "H", "H", "H", "H", "H", "H", "H", "H", "H", "H", "H", "H", "H", "H", "H", "H", "H", "C", "C", "C", "S", "O", "O", "C", "H", "H", "H", "H", "H", "H", "H", "H", "C", "C", "C", "S", "O", "O", "C", "H", "H", "H", "H", "H", "H", "H", "H"],
  "coordinates": [[-1.33036, -1.28609, 6.55456], [-2.28082, -0.80199, 5.26750], [-1.39410, 0.12933, 4.25022], [-1.59742, 1.62929, 4.88268], [-0.02954, 2.59001, 5.44489], [-0.39455, 4.45711, 5.71646], [0.59152, 1.90551, 7.12802], [-2.43260, 2.21513, 3.80668], [-2.63329, 1.35175, 2.59958], [-2.32954, 2.44395, 1.39210], [-3.18781, 2.21299, 0.17475], [-0.89541, 2.56876, 1.03614], [-2.78417, 3.77962, 1.93139], [-1.71046, 0.16506, 2.77139], [-2.06191, -1.15617, 2.07384], [-1.92011, -1.06205, 0.43120], [-0.58935, -1.88302, -0.15356], [-0.70912, -1.81148, -1.79199], [-0.17879, -0.39025, -2.44710], [1.43947, -0.12959, -2.25404], [1.76295, 1.03031, -3.14776], [2.89411, 1.80400, -2.61339], [-0.28239, -0.74332, 6.56349], [-1.16577, -2.44768, 6.56210], [-1.83809, -1.01886, 7.59145], [-2.70360, -1.78861, 4.80195], [-3.19142, -0.22566, 5.77408], [-0.28320, -0.22362, 4.42351], [-2.31477, 1.77000, 5.82147], [-1.07203, 4.65460, 6.67645], [0.66352, 4.97415, 5.90704], [-0.83329, 4.99226, 4.75690], [1.47057, 1.16335, 6.87957], [1.05841, 2.81518, 7.71618], [-0.24989, 1.44749, 7.80782], [-3.79672, 1.15703, 2.56898], [-0.75231, 0.34720, 2.35484], [-1.39730, -2.03267, 2.53703], [-3.20511, -1.40508, 2.30920], [-1.77064, 0.05714, 0.05258], [-2.88486, -1.49455, -0.10076], [-0.59929, -2.99689, 0.23204], [0.40073, -1.29674, 0.13625], [-0.21823, -2.73694, -2.31341], [-1.87285, -1.86315, -2.05370], [-0.83580, 0.54565, -2.11239], [-0.35009, -0.47162, -3.62548], [2.00241, -1.06195, -2.69819], [1.76451, 0.04271, -1.14271], [3.15979, 2.63999, -3.41547], [2.54075, 2.35780, -1.62698], [3.87264, 1.16131, -2.46167], [1.00411, -7.63184, -0.86840], [0.08941, -7.00553, 0.18310], [-0.05429, -5.52335, -0.15831], [0.16603, -5.39424, -1.92649], [1.37687, -4.64422, -2.18624], [-1.10214, -5.05706, -2.54171], [0.50007, -7.12154, -2.21014], [0.98750, -8.72464, -0.82208], [2.03664, -7.30101, -0.70447], [-0.89403, -7.48967, 0.14592], [0.48379, -7.14116, 1.19501], [-1.04175, -5.14183, 0.11350], [0.72256, -4.92425, 0.32466], [1.22946, -7.23405, -3.01409], [-0.44250, -7.60373, -2.48598], [0.91582, 4.18692, -6.26990], [1.31666, 5.66135, -6.26977], [2.83474, 5.72391, -6.10987], [3.47339, 4.20752, -6.80582], [4.06954, 3.42753, -5.74170], [4.17824, 4.50723, -8.03620], [1.89109, 3.49446, -7.21016], [-0.12032, 4.04777, -6.59186], [1.01451, 3.77689, -5.25769], [1.02710, 6.11808, -7.22396], [0.81252, 6.21771, -5.47340], [3.26075, 6.57665, -6.64454], [3.12499, 5.76190, -5.05631], [1.92335, 2.41206, -7.07472], [1.67151, 3.73746, -8.25409]],
  "mol_weight_g_mol": 584.7,
  "e_above_lowest_kcal_mol": 223.1,
  "e_homo_ha": -0.4045,
  "total_charge": 1,
  "spin_multiplicity": 1
}



[2]
{
  "formula": "C2H3Br2Cl3Si",
  "method": "wB97M-V/def2-TZVPD",
  "symbols": ["C", "C", "Si", "Cl", "Cl", "Cl", "Br", "Br", "H", "H", "H"],
  "coordinates": [[-0.65114, 0.45030, -2.56625], [0.64688, -1.21869, 0.99537], [0.28542, 0.51144, 1.66846], [-0.11626, 0.38739, 3.65707], [1.79032, 1.61119, 0.95729], [-1.47923, 1.17518, 0.72543], [0.29732, -0.82037, -1.64484], [-0.55505, -2.66520, 1.12627], [-0.15732, 1.32104, -2.96418], [-1.73190, 0.65524, -2.50860], [1.67095, -1.40752, 0.55398]],
  "mol_weight_g_mol": 321.3,
  "e_above_lowest_kcal_mol": 73.6,
  "e_homo_ha": [-0.3124, -0.3136],
  "spin_multiplicity": 1
}



[3]
{
  "formula": "C33H79F6N9O7P",
  "method": "wB97M-V/def2-TZVPD",
  "symbols": ["P", "F", "F", "F", "F", "F", "F", "C", "C", "N", "C", "C", "C", "C", "H", "H", "H", "H", "H", "H", "H", "H", "H", "H", "H", "H", "H", "H", "H", "C", "C", "N", "C", "C", "C", "C", "H", "H", "H", "H", "H", "H", "H", "H", "H", "H", "H", "H", "H", "H", "H", "C", "O", "N", "C", "C", "H", "H", "H", "H", "H", "H", "H", "C", "O", "N", "C", "C", "H", "H", "H", "H", "H", "H", "H", "C", "O", "N", "C", "C", "H", "H", "H", "H", "H", "H", "H", "C", "O", "N", "C", "C", "H", "H", "H", "H", "H", "H", "H", "C", "O", "N", "C", "C", "H", "H", "H", "H", "H", "H", "H", "C", "O", "N", "C", "C", "H", "H", "H", "H", "H", "H", "H", "C", "O", "N", "C", "C", "H", "H", "H", "H", "H", "H", "H"],
  "coordinates": [[0.23830, 0.77297, -0.30445], [0.81016, 0.02871, 1.08409], [-0.74885, 1.70736, 0.50380], [1.32339, 1.99565, -0.14868], [-0.22405, 1.40393, -1.72366], [1.33326, -0.11593, -1.11647], [-0.84903, -0.43563, -0.54090], [-0.13960, -0.18530, -4.47674], [1.44669, -0.17400, -4.67018], [1.82711, 0.65732, -5.84215], [1.44236, 0.05660, -7.13824], [2.22043, 0.61738, -8.33546], [1.49518, 2.07244, -5.76985], [1.87556, 2.72624, -4.40929], [-0.49702, 0.83369, -4.32837], [-0.24785, -0.70014, -3.52211], [-0.69964, -0.65724, -5.28404], [1.96399, 0.14160, -3.76414], [1.85247, -1.16436, -4.87663], [1.77556, -0.98036, -7.09582], [0.36514, 0.11521, -7.29401], [1.73102, 1.48758, -8.77286], [3.24833, 0.93025, -8.15208], [2.16818, -0.13065, -9.12655], [0.43777, 2.16117, -6.01910], [1.98412, 2.54436, -6.62209], [1.44693, 2.22156, -3.54345], [1.51649, 3.75192, -4.49383], [2.96351, 2.71422, -4.34360], [-3.88212, -5.45763, 3.44972], [-2.60224, -4.77122, 3.98254], [-2.78735, -3.35980, 4.23620], [-3.15602, -2.61747, 3.04721], [-2.19810, -2.81024, 1.87652], [-1.71739, -2.62745, 4.97147], [-1.38262, -3.32159, 6.27840], [-4.70953, -5.38131, 4.15517], [-3.85356, -6.54199, 3.34268], [-4.10141, -5.14608, 2.42847], [-2.38502, -5.32631, 4.89512], [-1.77471, -4.97342, 3.30253], [-4.15230, -2.91075, 2.71628], [-3.26751, -1.55359, 3.25655], [-2.32248, -3.82785, 1.50626], [-2.43581, -2.14767, 1.04429], [-1.16818, -2.59542, 2.16150], [-2.10249, -1.61704, 5.10884], [-0.93105, -2.35756, 4.26654], [-2.29759, -3.58383, 6.80959], [-0.75234, -2.59908, 6.79687], [-0.79408, -4.21053, 6.05146], [-1.30892, -3.66540, -1.62114], [-2.17121, -4.13989, -2.32735], [-0.12580, -4.26802, -1.38160], [0.84763, -3.81702, -0.39560], [0.20971, -5.61121, -1.97215], [-1.53425, -2.76728, -1.02548], [1.75344, -3.51434, -0.92096], [1.32547, -4.57894, 0.22023], [0.48734, -2.99876, 0.22789], [1.25083, -5.75419, -2.26148], [-0.02026, -6.39739, -1.25302], [-0.46316, -5.84586, -2.79694], [3.55323, -0.26636, 2.91048], [4.53571, 0.46111, 3.12956], [3.27281, -1.30949, 3.72031], [2.05149, -2.10946, 3.60702], [4.11059, -1.53114, 4.90846], [2.85626, -0.19360, 2.06128], [1.74686, -1.92600, 2.57666], [1.35389, -1.64810, 4.30602], [2.21882, -3.17484, 3.76531], [3.56889, -1.20220, 5.79529], [4.23862, -2.61085, 4.98547], [5.05408, -0.99646, 5.01815], [6.73233, -1.41404, -2.53216], [7.25268, -1.99532, -1.55096], [5.40789, -1.20097, -2.70456], [4.89865, -0.54302, -3.92754], [4.35227, -1.50819, -1.68182], [7.26289, -1.00642, -3.40654], [4.74495, 0.51143, -3.69814], [3.96568, -1.01619, -4.23377], [5.66163, -0.62642, -4.70149], [3.83061, -2.41343, -1.99247], [4.77864, -1.60315, -0.68318], [3.62591, -0.69756, -1.62361], [-2.78070, 4.07933, -0.55744], [-3.69515, 4.11252, 0.29471], [-2.78385, 4.64216, -1.77223], [-1.69096, 4.36277, -2.64374], [-3.98604, 5.30649, -2.39483], [-1.83185, 3.55107, -0.37625], [-0.89322, 3.74744, -2.22770], [-1.25486, 5.22583, -3.14677], [-2.14133, 3.69021, -3.37377], [-3.71690, 6.23089, -2.90585], [-4.38273, 4.68174, -3.19509], [-4.74127, 5.47848, -1.62792], [0.75957, 5.51097, 3.43724], [-0.30791, 5.50919, 2.84754], [1.68780, 4.52880, 3.29523], [2.89541, 4.63771, 4.13039], [1.62868, 3.48103, 2.31047], [1.09317, 6.29874, 4.13031], [3.77924, 4.49633, 3.50834], [3.02724, 3.88414, 4.90683], [3.18800, 5.60282, 4.54398], [1.09852, 2.58499, 2.63317], [1.15929, 3.79026, 1.37658], [2.68698, 3.29137, 2.13120], [-5.63944, 0.95257, -1.90077], [-6.62465, 0.97904, -1.12978], [-4.38781, 0.62297, -1.54925], [-3.97380, 0.25538, -0.19345], [-3.39013, 0.38675, -2.57400], [-5.68194, 1.27011, -2.95413], [-3.31606, 0.99452, 0.26389], [-3.57019, -0.74493, -0.03668], [-4.82213, 0.21354, 0.48970], [-2.63809, 1.16765, -2.46119], [-2.91563, -0.58457, -2.43434], [-3.72896, 0.49712, -3.60410], [-2.50946, 2.36741, 3.06867], [-3.15597, 3.41461, 3.08394], [-1.54908, 2.04000, 3.89513], [-0.76797, 0.80649, 3.83408], [-1.20933, 2.87357, 4.97518], [-2.63965, 1.54027, 2.35378], [-1.01365, 0.16919, 2.98461], [-0.91817, 0.35976, 4.81692], [0.29302, 1.05607, 3.84410], [-1.50624, 3.91315, 4.83650], [-1.62187, 2.54248, 5.92823], [-0.12167, 2.90198, 5.04068]],
  "mol_weight_g_mol": 859.0,
  "e_above_lowest_kcal_mol": 37.2,
  "e_homo_ha": -0.2314,
  "total_charge": -1,
  "spin_multiplicity": 1
}



[4]
{
  "formula": "C20H17AlN8S2Se",
  "method": "wB97M-V/def2-TZVPD",
  "symbols": ["Al", "N", "C", "S", "N", "N", "C", "C", "C", "C", "C", "C", "N", "H", "H", "H", "H", "H", "H", "H", "Se", "N", "C", "C", "C", "C", "C", "C", "N", "H", "H", "H", "H", "N", "C", "N", "C", "C", "C", "C", "C", "C", "S", "H", "H", "H", "H", "H", "H"],
  "coordinates": [[1.36362, 0.11813, -0.25037], [5.15219, 2.11958, 0.13388], [3.88302, 1.74370, -0.12724], [3.63706, -0.01672, -0.01333], [3.03509, 2.64569, -0.46176], [1.81423, 2.05377, -0.62112], [0.87374, 2.82296, -1.08051], [-0.32883, 2.13548, -1.52633], [-1.37015, 2.79480, -2.14440], [-2.41466, 1.98064, -2.57849], [-2.37282, 0.62031, -2.39076], [-1.29219, 0.01607, -1.66997], [-0.32310, 0.79526, -1.30302], [5.84691, 1.45905, 0.33050], [5.39050, 3.09139, 0.24167], [1.04581, 3.84542, -1.34589], [-1.35976, 3.85580, -2.37572], [-3.28157, 2.48369, -3.07637], [-3.18099, 0.04591, -2.75532], [-1.21208, -1.04581, -1.60872], [2.03094, 0.62141, 2.82672], [0.70757, 0.37043, 1.54899], [-0.44769, 0.79225, 1.99332], [-1.70669, 0.76169, 1.43954], [-2.68993, 1.42969, 2.05946], [-2.59311, 2.04323, 3.33687], [-1.39856, 2.11845, 3.95075], [-0.27832, 1.45060, 3.34501], [0.88097, 1.42809, 3.91145], [-1.89515, 0.29665, 0.51487], [-3.62222, 1.39946, 1.52169], [-3.37964, 2.63122, 3.73267], [-1.18621, 2.74374, 4.77623], [2.35733, -1.47334, -2.69379], [1.49313, -2.16335, -1.97343], [1.11745, -1.87296, -0.70389], [0.08269, -2.73016, -0.19305], [-0.48881, -2.83427, 1.07724], [-1.43314, -3.81027, 1.32682], [-1.71873, -4.79486, 0.33174], [-1.12467, -4.76276, -0.87571], [-0.22463, -3.77198, -1.17102], [0.77631, -3.60869, -2.63063], [3.13633, -0.87271, -2.31444], [2.58423, -1.78988, -3.59501], [-0.20183, -2.16512, 1.83538], [-1.91608, -3.86742, 2.28411], [-2.39037, -5.58273, 0.56432], [-1.37718, -5.55150, -1.60296]],
  "mol_weight_g_mol": 539.5,
  "e_above_lowest_kcal_mol": 7.2,
  "e_homo_ha": -0.5233,
  "total_charge": 2,
  "spin_multiplicity": 1
}



[5]
{
  "formula": "C7H10NO2PS",
  "method": "wB97M-V/def2-TZVPD",
  "symbols": ["C", "P", "C", "O", "C", "O", "S", "N", "C", "C", "C", "C", "H", "H", "H", "H", "H", "H", "H", "H", "H", "H"],
  "coordinates": [[3.07169, 0.39016, 0.91582], [2.01094, -0.87456, 0.23557], [2.39756, -1.10918, -1.53172], [1.95444, -2.08849, 1.07456], [0.30738, -0.08454, 0.31785], [-0.03151, 0.98866, 0.72240], [-0.91897, -1.43817, -0.34853], [-2.49004, -0.88418, -0.06984], [-3.16310, 0.12488, -0.67164], [-4.35893, 0.33661, -0.07265], [-4.51948, -0.68121, 0.88116], [-3.36662, -1.41570, 0.94897], [2.65937, 0.42181, 1.99391], [4.15529, 0.01761, 0.92187], [3.00687, 1.45263, 0.54374], [1.57967, -0.78360, -2.27308], [3.18234, -0.41077, -1.76416], [2.74813, -2.15177, -1.90668], [-2.68154, 0.67784, -1.37949], [-5.02168, 1.00093, -0.41535], [-5.50825, -0.90139, 1.41985], [-2.96624, -2.25451, 1.65163]],
  "smiles": "CP(C)(=O)C(=O)Sn1cccc1",
  "mol_weight_g_mol": 203.2,
  "e_above_lowest_kcal_mol": 70.7,
  "e_homo_ha": -0.3106,
  "spin_multiplicity": 1
}



[6]
{
  "formula": "C30H26F8N9O2S2SbTeV",
  "method": "wB97M-V/def2-TZVPD",
  "symbols": ["V", "N", "C", "N", "C", "N", "N", "C", "N", "C", "C", "C", "C", "C", "N", "H", "H", "H", "H", "H", "H", "H", "H", "F", "C", "C", "C", "C", "C", "C", "Sb", "C", "C", "C", "C", "F", "C", "C", "C", "C", "C", "C", "F", "C", "C", "H", "H", "H", "H", "H", "H", "H", "H", "H", "H", "H", "H", "F", "Te", "F", "F", "F", "F", "O", "O", "S", "N", "C", "N", "C", "C", "N", "C", "S", "H", "H", "H", "H", "H", "H"],
  "coordinates": [[1.63227, 0.41742, -1.68224], [4.00310, 3.27480, -1.94802], [4.60245, 2.10654, -2.04543], [5.87757, 2.13185, -2.30708], [6.50603, 0.93820, -2.36427], [7.77801, 1.04752, -2.69371], [5.89995, -0.24259, -2.26393], [4.61156, -0.19915, -2.11147], [3.82781, 0.91923, -1.92873], [3.84078, -1.46056, -2.05498], [4.54618, -2.59531, -1.84347], [3.82447, -3.79447, -1.87610], [2.51435, -3.73088, -2.28504], [1.87022, -2.49952, -2.49081], [2.53399, -1.37128, -2.35314], [4.66169, 4.00592, -2.07767], [3.07577, 3.36080, -1.60064], [8.23556, 1.94249, -2.77937], [8.29322, 0.21856, -2.91803], [5.60338, -2.55884, -1.55433], [4.23632, -4.73069, -1.51243], [1.85987, -4.63717, -2.29065], [0.72532, -2.46976, -2.46073], [-5.62968, -3.18925, -4.58118], [-4.87812, -2.52358, -3.67540], [-4.42499, -3.05554, -2.52963], [-3.68346, -2.20407, -1.64245], [-3.35099, -0.90227, -1.96520], [-3.85681, -0.40953, -3.22728], [-4.54495, -1.24468, -4.04484], [-2.39720, 0.54852, -0.76346], [-1.65549, -0.54753, 0.91450], [-0.65216, -1.45341, 0.78457], [-0.18670, -2.29355, 1.74855], [-0.77985, -2.21442, 3.02828], [-0.34771, -2.91269, 4.03326], [-1.83901, -1.36160, 3.24303], [-2.22572, -0.46759, 2.20033], [-4.31845, 0.96871, 0.19528], [-4.52325, 2.29758, 0.57557], [-5.69145, 2.71200, 1.16408], [-6.74525, 1.84067, 1.19867], [-7.92358, 2.38869, 1.55430], [-6.68583, 0.48496, 0.84248], [-5.33208, 0.04645, 0.37327], [-4.70066, -4.07579, -2.20172], [-3.45780, -2.63870, -0.64071], [-3.65914, 0.66464, -3.43716], [-4.84351, -0.89829, -5.04240], [-0.13390, -1.58052, -0.15159], [0.66122, -2.91249, 1.59235], [-2.32971, -1.34190, 4.22623], [-3.17676, 0.01965, 2.29133], [-3.68294, 2.95443, 0.56048], [-5.95853, 3.78655, 1.47726], [-7.48357, -0.20074, 0.94001], [-5.29165, -1.00648, 0.07595], [1.73341, -0.68893, 0.01857], [3.06247, 0.35247, 1.44186], [4.09276, 0.90026, 2.97399], [2.07698, -0.87373, 2.50328], [1.56154, 1.87780, -0.56778], [4.41973, -1.04967, 1.41985], [0.29626, 0.06689, -3.11755], [2.75031, 2.37583, -4.60126], [1.61029, 1.54842, -4.87902], [1.09899, 0.96874, -3.55327], [-1.30967, 2.84259, 3.85093], [-0.13598, 2.07755, 4.39178], [0.00728, 1.69864, 5.70628], [1.16136, 1.04025, 5.80658], [1.77473, 1.10503, 4.59392], [0.99631, 1.77018, 3.70933], [1.21232, 2.05261, 2.06148], [-1.02084, 3.91459, 3.79605], [-2.20033, 2.78048, 4.46579], [-1.60437, 2.53593, 2.86268], [-0.80076, 1.92622, 6.39372], [1.60395, 0.47443, 6.56308], [2.78312, 0.95212, 4.48519]],
  "s2": 2.016,
  "mol_weight_g_mol": 1061.0,
  "e_above_lowest_kcal_mol": 0.0,
  "e_homo_ha": [-0.3879, -0.3880],
  "total_charge": 1,
  "spin_multiplicity": 3
}